A molecular structure, C23H50GdN2O2P3. Source: OMol25; level of theory: ωB97M-V/def2-TZVPD.

Last column: Mulliken charge in e.
Cartesian coordinates (Å):
Gd (0.428, 0.619, -1.470)  0.211
P (2.540, -1.349, -1.259)  1.120
C (2.522, -1.728, -3.042)  -0.983
C (1.261, -1.739, -3.700)  0.431
N (0.056, -1.138, -3.223)  0.301
C (-1.124, -1.599, -3.727)  0.363
C (-1.137, -2.601, -4.684)  -0.693
C (0.025, -3.119, -5.239)  -0.745
C (1.198, -2.599, -4.810)  -0.996
C (-2.401, -0.960, -3.177)  -0.618
P (-2.546, 0.584, -2.622)  1.010
H (2.163, -2.950, -5.189)  0.476
H (-2.089, -2.968, -5.023)  0.475
H (0.029, -3.919, -5.994)  0.426
H (-3.143, -0.889, -4.000)  0.443
H (-2.856, -1.630, -2.423)  0.594
H (2.424, 1.027, -3.470)  0.298
H (3.270, -1.201, -3.706)  0.483
H (-0.317, 3.801, -3.479)  0.322
O (2.679, 1.233, -2.572)  -0.482
H (2.927, 2.131, -2.818)  0.252
H (-1.512, 0.858, -1.670)  -0.256
O (-0.462, 3.809, -2.528)  -0.568
H (0.482, 3.532, -2.075)  0.292
C (-2.651, 1.739, -3.936)  -1.339
H (-3.525, 1.259, -4.376)  0.584
H (-2.867, 2.765, -3.635)  0.350
H (-1.799, 1.673, -4.619)  0.351
C (-3.908, 0.791, -1.552)  -1.220
H (-3.936, 1.654, -0.888)  0.360
H (-4.649, 0.876, -2.339)  0.447
H (-4.022, -0.143, -1.016)  0.458
C (2.588, -3.225, -1.062)  -1.298
H (3.521, -3.641, -1.502)  0.449
H (2.478, -3.488, -0.007)  0.392
H (1.734, -3.610, -1.653)  0.311
C (4.324, -0.802, -0.951)  -1.234
H (4.418, -0.567, 0.123)  0.321
H (5.087, -1.568, -1.191)  0.424
H (4.564, 0.124, -1.500)  0.307
C (-0.209, -2.274, 1.662)  -1.361
C (-0.874, -1.147, 2.483)  1.977
C (-2.359, -1.116, 2.071)  -1.916
C (-0.769, -1.469, 3.979)  -1.814
P (-0.068, 0.503, 2.149)  -0.209
N (0.076, 0.564, 0.547)  0.585
C (-1.158, 1.943, 2.619)  2.139
C (-1.674, 1.759, 4.049)  -1.965
C (-0.355, 3.238, 2.519)  -1.845
C (-2.361, 2.070, 1.674)  -1.741
C (1.648, 0.610, 2.848)  2.079
C (2.474, 1.650, 2.080)  -1.444
C (1.562, 1.001, 4.324)  -1.957
C (2.374, -0.731, 2.721)  -1.649
H (-0.851, -3.163, 1.761)  0.598
H (0.787, -2.540, 2.030)  0.277
H (-0.138, -2.009, 0.597)  -0.001
H (-2.733, -2.148, 2.163)  0.658
H (-2.975, -0.487, 2.728)  0.278
H (-2.483, -0.808, 1.022)  0.110
H (0.266, -1.632, 4.299)  0.315
H (-1.225, -0.691, 4.604)  0.285
H (-1.327, -2.402, 4.136)  0.538
H (-0.872, 1.603, 4.776)  0.324
H (-2.189, 2.687, 4.326)  0.546
H (-2.402, 0.946, 4.141)  0.308
H (0.089, 3.372, 1.530)  0.223
H (-1.052, 4.067, 2.676)  0.632
H (0.418, 3.327, 3.281)  0.312
H (-2.056, 2.054, 0.623)  0.089
H (-3.126, 1.306, 1.828)  0.356
H (-2.829, 3.043, 1.867)  0.529
H (2.101, 2.670, 2.188)  0.299
H (3.492, 1.625, 2.486)  0.527
H (2.529, 1.413, 1.011)  0.051
H (0.950, 0.307, 4.908)  0.335
H (2.580, 0.958, 4.728)  0.560
H (1.192, 2.019, 4.473)  0.296
H (1.958, -1.505, 3.369)  0.259
H (2.403, -1.083, 1.683)  -0.078
H (3.410, -0.571, 3.045)  0.682

energy above the lowest of the compared OMol25 structures with the same formula, charge and spin	34.2	kcal per mole
highest occupied orbital energy (spin up / spin down)	-12.10 / -11.39	eV
multiplicity	8
net charge	+2
largest force on an atom	5.56	eV Å⁻¹
HOMO-LUMO gap (spin up / spin down)	6.10 / 4.27	eV
lowest unoccupied orbital energy (spin up / spin down)	-0.2205 / -0.2616	Eh